1.
This record from OMol25 describes a 3-piece molecular cluster, C27H63N2O9P2 overall. The level of theory is wB97M-V/def2-TZVPD.

Properties
charge = -1
relative energy (zero: lowest compared OMol25 entry of this formula, charge and spin) = 0.0 kcal per mole
DFT total energy = -69008.55003 eV
lowest unoccupied orbital energy = 2.12 eV

Cartesian coordinates (Å):
1 C 6.71 -6.87 -1.73
2 O 6.84 -5.94 -2.78
3 C 5.58 -5.60 -3.36
4 C 5.76 -4.37 -4.25
5 C 5.19 -3.05 -3.72
6 C 5.14 -2.89 -2.20
7 C 4.46 -1.52 -1.85
8 C 3.13 -1.74 -1.12
9 C 2.31 -0.47 -0.87
10 C 1.22 -0.15 -1.90
11 C 1.61 -0.30 -3.39
12 C 1.33 -1.66 -4.04
13 C -0.16 -2.08 -4.02
14 C -0.42 -3.56 -3.60
15 C -1.57 -3.80 -2.60
16 N -1.13 -3.36 -1.23
17 C -2.80 -2.96 -2.96
18 N -4.07 -3.75 -2.94
19 H 7.64 -7.43 -1.66
20 H 6.55 -6.34 -0.79
21 H 5.89 -7.57 -1.92
22 H 5.29 -6.44 -4.01
23 H 4.79 -5.49 -2.62
24 H 5.25 -4.59 -5.19
25 H 6.82 -4.29 -4.51
26 H 4.21 -2.82 -4.14
27 H 5.85 -2.25 -4.07
28 H 4.52 -3.65 -1.72
29 H 6.14 -2.85 -1.78
30 H 4.32 -0.98 -2.78
31 H 5.09 -0.94 -1.17
32 H 2.54 -2.53 -1.60
33 H 3.41 -2.14 -0.14
34 H 1.80 -0.62 0.08
35 H 2.99 0.38 -0.71
36 H 0.96 0.90 -1.76
37 H 0.31 -0.70 -1.69
38 H 0.99 0.42 -3.93
39 H 2.64 0.03 -3.54
40 H 1.95 -2.47 -3.64
41 H 1.63 -1.55 -5.09
42 H -0.72 -1.36 -3.42
43 H -0.53 -1.97 -5.04
44 H 0.48 -3.99 -3.15
45 H -0.66 -4.14 -4.49
46 H -0.48 -2.57 -1.37
47 H -0.56 -4.08 -0.82
48 H -2.74 -2.56 -3.98
49 H -2.93 -2.17 -2.20
50 H -3.88 -4.55 -3.53
51 H -4.19 -4.10 -2.00
52 O -4.59 1.64 1.73
53 P -5.10 0.34 2.21
54 O -4.80 0.17 3.78
55 C -5.38 1.07 4.72
56 C -6.87 0.82 4.92
57 O -4.08 -0.77 1.65
58 C -3.12 -0.48 0.62
59 C -1.75 -0.25 1.22
60 O -6.40 -0.54 2.08
61 C -6.66 -1.34 0.89
62 C -6.39 -2.79 1.18
63 H -5.21 2.10 4.39
64 H -4.85 0.93 5.66
65 H -7.43 1.04 4.02
66 H -7.25 1.44 5.74
67 H -7.04 -0.23 5.16
68 H -3.44 0.36 0.01
69 H -3.09 -1.36 -0.03
70 H -1.78 0.53 1.98
71 H -1.04 0.04 0.44
72 H -1.39 -1.17 1.69
73 H -6.06 -0.98 0.05
74 H -7.71 -1.19 0.63
75 H -5.36 -2.95 1.50
76 H -6.58 -3.39 0.29
77 H -7.04 -3.14 1.99
78 O -0.16 6.70 4.91
79 P 0.12 6.31 3.52
80 O -0.30 4.80 3.24
81 C -1.67 4.39 3.36
82 C -2.52 4.89 2.22
83 O 1.74 6.16 3.45
84 C 2.59 6.64 4.48
85 C 3.03 5.51 5.39
86 O -0.06 6.92 2.07
87 C 0.81 7.95 1.56
88 C 1.76 7.34 0.55
89 H -2.07 4.73 4.32
90 H -1.66 3.30 3.37
91 H -2.62 5.98 2.24
92 H -3.52 4.46 2.27
93 H -2.08 4.63 1.26
94 H 2.10 7.43 5.05
95 H 3.46 7.08 3.99
96 H 2.16 4.97 5.77
97 H 3.61 5.89 6.23
98 H 3.64 4.80 4.83
99 H 1.34 8.46 2.36
100 H 0.17 8.68 1.07
101 H 2.37 6.56 1.00
102 H 2.43 8.11 0.15
103 H 1.21 6.90 -0.27

Atom charges from the Mulliken analysis, given in e for atoms 1 to 8: C -0.7258; O -0.3636; C -0.4582; C -0.8722; C -0.3218; C -0.5083; C -0.3892; C -0.6034

2.
This record from OMol25 describes C5H12FLuO2 as an isolated structure. The level of theory is wB97M-V/def2-TZVPD.

Properties
charge = +2
relative energy (zero: lowest compared OMol25 entry of this formula, charge and spin) = 62.6 kcal per mole
DFT total energy = -45789.73477 eV
lowest unoccupied orbital energy = -7.78 eV

Cartesian coordinates (Å):
1 F -0.19 -2.88 0.30
2 C -0.34 0.12 1.43
3 O -0.29 -0.17 0.01
4 C -1.36 -1.01 -0.52
5 C -0.80 -2.36 -0.84
6 H 0.73 0.46 1.73
7 H -1.29 0.61 1.69
8 H -0.38 -0.85 1.93
9 H -1.76 -0.52 -1.42
10 H -2.15 -1.07 0.23
11 H -0.06 -2.33 -1.65
12 H -1.63 -3.03 -1.12
13 C 1.99 2.21 -0.31
14 O 1.08 1.41 -1.06
15 C -0.18 1.27 -0.64
16 H 2.37 3.00 -0.97
17 H 1.49 2.68 0.55
18 H 2.82 1.59 0.04
19 H -0.86 1.16 -1.49
20 H -0.54 2.08 0.01
21 Lu 1.34 -2.37 2.10

Atom charges from the Mulliken analysis, given in e for atoms 1 to 8: F -0.0903; C -0.9337; O 0.1192; C -0.3536; C -0.3965; H 0.2901; H 0.4499; H 0.4617

3.
This record from OMol25 describes C34H34BiCl2N4O3STe as an isolated structure. The level of theory is wB97M-V/def2-TZVPD.

Properties
charge = +1
DFT total energy = -96920.54432 eV
lowest unoccupied orbital energy = -2.70 eV

Cartesian coordinates (Å):
1 Bi -0.14 0.14 1.15
2 O 0.18 1.74 -4.29
3 C 1.35 1.07 -4.16
4 C 2.07 0.79 -5.32
5 C 3.26 0.10 -5.26
6 C 3.76 -0.35 -4.03
7 C 3.04 -0.10 -2.88
8 C 1.83 0.61 -2.92
9 C 1.08 0.80 -1.66
10 O 1.38 0.05 -0.66
11 N 0.11 1.68 -1.66
12 N -0.52 1.78 -0.43
13 C -1.41 2.70 -0.32
14 C -2.09 3.11 0.88
15 C -3.13 4.04 0.75
16 C -3.78 4.55 1.85
17 C -3.35 4.15 3.12
18 C -2.32 3.25 3.28
19 C -1.68 2.69 2.17
20 O -0.70 1.83 2.38
21 H -0.12 1.98 -3.39
22 H 1.68 1.15 -6.27
23 H 3.82 -0.09 -6.17
24 H 4.70 -0.88 -3.98
25 H 3.39 -0.44 -1.92
26 H -1.62 3.27 -1.23
27 H -3.42 4.35 -0.25
28 H -4.59 5.25 1.73
29 H -3.84 4.56 4.00
30 H -1.99 2.94 4.26
31 Cl -1.19 -1.63 3.47
32 C -2.88 -1.92 3.13
33 C -3.54 -2.76 4.02
34 C -4.88 -3.04 3.83
35 C -5.54 -2.49 2.75
36 C -4.86 -1.66 1.87
37 Cl -5.76 -1.03 0.52
38 C -3.51 -1.33 2.03
39 S -2.78 -0.24 0.85
40 H -2.99 -3.18 4.85
41 H -5.40 -3.68 4.52
42 H -6.59 -2.69 2.57
43 C -0.20 -3.32 -3.45
44 C 0.21 -2.39 -2.28
45 N -0.97 -1.91 -1.57
46 C -1.84 -1.19 -2.49
47 C -2.37 -2.14 -3.59
48 N -1.70 -3.47 -3.39
49 C -2.11 -4.05 -2.06
50 C -1.68 -3.04 -0.97
51 H 0.23 -4.32 -3.37
52 H 0.04 -2.90 -4.42
53 H 0.77 -1.54 -2.66
54 H 0.86 -2.91 -1.58
55 H -1.27 -0.37 -2.93
56 H -2.67 -0.76 -1.92
57 H -2.13 -1.80 -4.60
58 H -3.44 -2.31 -3.52
59 H -1.99 -4.10 -4.13
60 H -1.63 -5.02 -1.97
61 H -3.19 -4.19 -2.10
62 H -1.02 -3.53 -0.25
63 H -2.55 -2.66 -0.44
64 C 3.70 0.16 4.18
65 Te 1.80 1.02 3.74
66 C 2.85 1.98 2.13
67 C 4.31 1.93 2.51
68 C 5.24 2.73 1.87
69 C 6.58 2.67 2.22
70 C 6.99 1.80 3.23
71 C 6.06 1.00 3.87
72 C 4.72 1.05 3.51
73 H 3.74 -0.86 3.81
74 H 3.83 0.14 5.26
75 H 2.47 2.99 2.01
76 H 2.67 1.44 1.19
77 H 4.92 3.41 1.09
78 H 7.30 3.30 1.72
79 H 8.03 1.76 3.52
80 H 6.38 0.33 4.66

Atom charges from the Mulliken analysis, given in e for atoms 1 to 8: Bi 1.1993; O -0.6979; C 0.6229; C -0.7807; C -0.3870; C -0.9054; C -0.2031; C 0.1206

4.
This record from OMol25 describes one molecule with the formula C4H6N2OS. The level of theory is wB97M-V/def2-TZVPD.

Properties
relative energy (zero: lowest compared OMol25 entry of this formula, charge and spin) = 71.1 kcal per mole
SMILES = NCc1nc(S)co1
DFT total energy = -20106.25977 eV
lowest unoccupied orbital energy = 0.48 eV

Cartesian coordinates (Å):
1 C -1.90 0.00 0.00
2 C -0.40 0.21 -0.16
3 C 1.75 0.02 -0.08
4 C 1.43 1.31 0.09
5 H -1.84 -1.74 -0.85
6 H -1.53 -1.80 0.79
7 H -2.50 0.38 -0.90
8 H -2.35 0.55 0.76
9 H 3.89 0.24 0.61
10 H 1.91 2.36 0.08
11 N -2.15 -1.39 0.09
12 N 0.50 -0.67 -0.21
13 O 0.11 1.42 -0.14
14 S 3.09 -0.91 -0.07

Atom charges from the Mulliken analysis, given in e for atoms 1 to 8: C -0.5950; C 0.7043; C 0.3007; C -0.2080; H 0.2926; H 0.2990; H 0.2528; H 0.3456

Question: Among the records above, which one has the highest lowest unoccupied orbital energy?
Answer: C27H63N2O9P2